*a*
Computed, not measured: 2 unconnected molecules or ions with the total composition C6H11O2, with the ωB97M-V functional and the def2-TZVPD basis.

molar mass: 115.2 g/mol
lowest unoccupied orbital energy: 3.888 eV

Geometry as ORCA input:
```
! wB97M-V def2-TZVPD RIJCOSX def2/J DEFGRID3
* xyz -1 1
O -0.37654 0.63652 2.64837
C 0.59687 0.02750 2.16554
O 0.63071 -1.13713 1.69038
C 1.95946 0.76765 2.16696
H 2.62954 0.33159 1.42729
H 1.82280 1.83473 1.98728
H 2.39819 0.65165 3.16193
C -0.22211 -0.57724 -1.40602
C -1.38523 -0.00146 -1.14079
C -2.24863 -0.32916 0.04959
C 0.62791 -0.20446 -2.58858
H 0.16020 -1.32405 -0.71986
H -1.75725 0.78110 -1.80066
H -2.52477 0.59612 0.55942
H -3.16991 -0.83164 -0.26293
H -1.67930 -0.93130 0.75763
H 0.13259 0.56834 -3.18085
H 0.81395 -1.05679 -3.24543
H 1.59152 0.19803 -2.26926
*
```



*b*
Computed, not measured: 2 unconnected molecules or ions with the total composition C6H11O2, with the ωB97M-V functional and the def2-TZVPD basis.

molar mass: 115.2 g/mol
lowest unoccupied orbital energy: 4.080 eV

Geometry as ORCA input:
```
! wB97M-V def2-TZVPD RIJCOSX def2/J DEFGRID3
* xyz -1 1
C -0.44424 1.34393 -0.97573
C -0.14689 1.56448 0.48537
C -1.15189 1.90201 1.34039
C 1.33216 1.56011 0.88407
H -0.13302 2.24039 -1.56050
H -1.51656 1.24358 -1.14411
H 0.03832 0.43815 -1.32716
H -0.89030 2.15882 2.36834
H -2.17600 2.13145 0.95792
H 1.49744 1.88332 1.95235
H 1.88707 2.28024 0.25129
H 1.78812 0.54213 0.71820
O -1.21368 -1.47496 0.01265
C -0.05745 -1.92157 -0.25067
O 1.06744 -1.28806 -0.21735
C -0.00083 -3.39283 -0.75088
H 1.01540 -3.78535 -0.58468
H -0.75529 -4.04797 -0.31967
H -0.13980 -3.37786 -1.83982
*
```



Relative energies in eV: *a* 0.000; *b* 0.271



*a*
Computed, not measured: a molecular structure, H22KrO11, with the ωB97M-V functional and the def2-TZVPD basis.

molar mass: 282.0 g/mol
lowest unoccupied orbital energy: 0.020 eV

Geometry as ORCA input:
```
! wB97M-V def2-TZVPD RIJCOSX def2/J DEFGRID3
* xyz 0 1
Kr 0.12221 -0.07397 -0.72060
O -2.43214 2.97712 -0.48381
H -3.22636 3.03287 -1.01517
H -1.99480 3.81809 -0.61694
O 2.59075 -2.49473 0.18157
H 2.44910 -3.43092 0.32195
H 2.84818 -2.42617 -0.73782
O 0.66352 2.59440 1.72675
H 0.65976 2.03093 0.95298
H 0.11748 2.13230 2.36278
O -1.72272 -1.36258 -4.16312
H -2.18597 -1.56870 -4.97499
H -2.38770 -1.44567 -3.47965
O -3.64195 -0.17415 2.08906
H -2.74401 0.04113 1.83687
H -3.55371 -0.62640 2.92806
O 2.57971 2.76637 -0.42596
H 1.85765 3.02670 -0.99789
H 2.55054 3.39247 0.29748
O -0.89204 -2.76533 1.59639
H -0.05733 -2.33021 1.77004
H -0.95225 -2.79672 0.64160
O 1.57004 -3.51936 -2.59707
H 0.75363 -3.20605 -2.98636
H 1.94798 -4.09443 -3.26242
O 1.68613 -1.03225 2.29408
H 1.81644 -1.58802 1.52573
H 2.41964 -1.24476 2.87117
O -0.85439 0.25031 3.19668
H -0.45928 0.31747 4.06594
H -0.21050 -0.23077 2.67690
O 0.45110 3.54128 -2.03943
H -0.42448 3.18431 -1.89055
H 0.65577 3.30543 -2.94425
*
```



*b*
Computed, not measured: a molecular structure, H22KrO11, with the ωB97M-V functional and the def2-TZVPD basis.

molar mass: 282.0 g/mol
lowest unoccupied orbital energy: -0.557 eV

Geometry as ORCA input:
```
! wB97M-V def2-TZVPD RIJCOSX def2/J DEFGRID3
* xyz 0 1
Kr -9.76476 13.38586 0.86497
O -7.81091 10.63563 0.42840
H -7.51338 11.38923 -0.08129
H -7.53675 10.82890 1.32490
O -7.20880 11.40903 2.97261
H -7.55047 11.10747 3.81436
H -7.21395 12.36386 3.03969
O -10.78531 11.40253 -2.38572
H -10.97211 10.96682 -1.55416
H -10.11412 10.85769 -2.79667
O -13.31543 10.92107 0.22431
H -13.81856 11.60345 0.66865
H -12.41848 11.25499 0.21014
O -7.04316 16.22654 1.63521
H -6.70024 15.86383 0.81846
H -7.80720 16.73781 1.36863
O -7.43121 14.16558 3.31642
H -8.38610 14.19774 3.37459
H -7.20432 14.86603 2.70476
O -6.76386 12.77394 -1.03424
H -6.17250 13.25698 -0.45702
H -7.02256 13.41094 -1.70023
O -11.99824 15.13185 -2.17369
H -11.30309 14.86097 -2.77338
H -11.63168 14.98877 -1.30111
O -10.55160 10.33421 0.32791
H -9.61816 10.51688 0.22041
H -10.61786 9.38107 0.26978
O -10.34490 14.92692 3.75734
H -10.46988 15.84823 3.52972
H -11.22723 14.55590 3.74926
O -11.59506 9.72805 2.98599
H -11.36524 10.31162 2.26290
H -11.48372 8.84724 2.62821
*
```



Relative energies in eV: *a* 0.297; *b* 0.000



*a*
Computed, not measured: 2 unconnected molecules or ions with the total composition C2H9NS, with the ωB97M-V functional and the def2-TZVPD basis.

molar mass: 79.2 g/mol
SMILES: CSC.N
lowest unoccupied orbital energy: 0.839 eV

Geometry as ORCA input:
```
! wB97M-V def2-TZVPD RIJCOSX def2/J DEFGRID3
* xyz 0 1
C 1.89162 -0.29720 0.13234
S 1.00648 -1.83933 -0.63968
C -0.72899 -1.60483 -0.08975
H 2.92858 -0.59385 0.26854
H 1.69959 0.64083 -0.48767
H 1.48664 -0.24482 1.20037
H -0.68584 -0.56441 -0.52833
H -0.72061 -2.02592 0.98992
H -1.56614 -1.96891 -0.77678
N -2.67592 4.47879 0.95018
H -2.48500 4.54437 -0.05655
H -3.18876 5.34912 1.22799
H -1.81652 4.35362 1.49061
*
```



*b*
Computed, not measured: 2 unconnected molecules or ions with the total composition C2H9NS, with the ωB97M-V functional and the def2-TZVPD basis.

molar mass: 79.2 g/mol
SMILES: CCN.S
lowest unoccupied orbital energy: 0.852 eV

Geometry as ORCA input:
```
! wB97M-V def2-TZVPD RIJCOSX def2/J DEFGRID3
* xyz 0 1
C 1.41798 0.59716 0.28854
C 0.84966 -0.25139 -0.94444
N -0.47013 -1.01924 -0.70341
H 1.70407 1.59726 -0.03137
H 0.71730 0.65641 1.09465
H 2.33365 0.29802 0.87189
H 0.69469 0.66447 -1.58010
H 1.57321 -0.75179 -1.51579
H -0.88586 -0.78579 0.20216
H -0.23787 -2.00789 -0.72632
S -3.08416 0.21368 0.92822
H -2.22839 0.68394 0.01054
H -2.38416 0.10517 2.10543
*
```



Relative energies in eV: *a* 0.189; *b* 0.000



*a*
Computed, not measured: 2 unconnected molecules or ions with the total composition C2H9NS, with the ωB97M-V functional and the def2-TZVPD basis.

molar mass: 79.2 g/mol
lowest unoccupied orbital energy: -0.002 eV

Geometry as ORCA input:
```
! wB97M-V def2-TZVPD RIJCOSX def2/J DEFGRID3
* xyz 0 1
S -2.11798 1.08115 -0.22520
H -2.50195 1.86789 0.78448
C 2.26576 -1.77488 -0.01842
C 0.98716 -1.04100 0.34463
N 1.04018 0.38291 -0.03180
H 2.23590 -2.85368 0.11354
H 2.55858 -1.63543 -1.06146
H 3.02781 -1.37184 0.65013
H 0.03258 -1.53072 0.15978
H 0.82882 -1.11836 1.42959
H 1.22345 0.43717 -1.03136
H 1.70374 0.94470 0.49647
H 0.08740 0.79780 0.17250
*
```



*b*
Computed, not measured: 2 unconnected molecules or ions with the total composition C2H9NS, with the ωB97M-V functional and the def2-TZVPD basis.

molar mass: 79.2 g/mol
SMILES: CCN.S
lowest unoccupied orbital energy: 0.878 eV

Geometry as ORCA input:
```
! wB97M-V def2-TZVPD RIJCOSX def2/J DEFGRID3
* xyz 0 1
C 1.14417 -0.60049 1.02054
C 1.23703 0.17443 -0.30534
N -0.08783 0.50223 -0.79282
H 2.02533 -0.20147 1.65092
H 1.40923 -1.72636 1.03662
H 0.15293 -0.56926 1.50700
H 1.80142 -0.41833 -1.09041
H 1.77016 1.10804 -0.06285
H -0.61127 1.22954 -0.23787
H -0.10069 0.76625 -1.75373
S -3.05172 -0.74621 -0.33295
H -3.10170 0.24698 0.58921
H -2.58706 0.23462 -1.22831
*
```



Relative energies in eV: *a* 0.453; *b* 0.000